(1)
DFT (ωB97M-V with the def2-TZVPD basis set) results for a cluster of 3 separate species, C38H53F3N4O12S in total at a distorted geometry.

Its orbital gap is 0.2666 hartree. Its lowest unoccupied orbital energy is -0.02875 hartree. As for the total charge: 0. For the total energy, the calculation gives -89776.434 eV. The SMILES is CC(=O)OC(=O)C[C@]1(C[C@H](O)C(F)(F)F)C[N@@+](CN)(CCCS)[C@H](CC[C@H](C)CCC=C(C)C)[C@](O)(C(=O)[O-])O1.O=[N+]([O-])c1ccccc1.O=[N+]([O-])c1ccccc1. The calculation puts the HOMO energy at -8.04 eV.

Last column: Löwdin charge in e.
Cartesian coordinates (Å):
C (-2.572, 0.593, 0.247)  0.0376
C (-2.859, -0.778, -0.315)  -0.4530
O (-3.959, -1.271, -0.247)  0.1567
O (-1.814, -1.471, -0.974)  0.0887
C (-0.909, -1.975, -0.063)  -0.3967
O (-1.257, -2.129, 1.093)  0.1082
C (0.430, -2.365, -0.612)  0.0470
C (1.515, -1.239, -0.703)  -0.3530
C (2.380, -1.353, 0.575)  -0.0189
C (1.615, -1.479, 1.877)  -0.2313
O (0.807, -0.336, 2.124)  -0.0218
C (2.619, -1.617, 3.078)  -0.5680
F (2.488, -0.641, 3.967)  0.1312
F (3.888, -1.734, 2.708)  0.1682
F (2.321, -2.753, 3.760)  0.1193
C (0.816, 0.090, -0.934)  -0.0109
N (1.636, 1.177, -1.574)  -0.0935
C (0.608, 2.152, -2.024)  -0.2061
N (1.156, 3.418, -2.475)  0.0744
C (2.509, 1.887, -0.579)  -0.1155
C (1.810, 2.511, 0.622)  -0.2214
C (2.898, 3.210, 1.469)  -0.5014
S (3.159, 2.389, 3.087)  0.7418
C (2.539, 0.651, -2.678)  -0.1061
C (2.026, 0.772, -4.102)  -0.1037
C (0.898, -0.197, -4.498)  -0.1450
C (0.068, 0.273, -5.703)  -0.3300
C (-0.629, 1.624, -5.489)  -0.0640
C (-1.040, -0.802, -5.892)  -0.1618
C (-2.172, -0.717, -4.862)  -0.1963
C (-3.403, 0.019, -5.369)  -0.0865
C (-4.204, 0.689, -4.543)  -0.3623
C (-4.441, 0.257, -3.125)  -0.0554
C (-4.973, 1.914, -4.960)  -0.0631
C (3.154, -0.741, -2.360)  -0.4051
O (4.321, -0.599, -1.576)  0.0470
C (3.683, -1.387, -3.690)  -0.6416
O (3.177, -2.459, -4.067)  0.0168
O (4.610, -0.738, -4.241)  -0.0282
O (2.280, -1.657, -1.804)  0.0444
H (-2.010, 1.210, -0.445)  0.0715
H (-2.001, 0.433, 1.162)  0.0884
H (-3.513, 1.035, 0.542)  0.0990
H (0.797, -3.186, -0.009)  0.1438
H (0.313, -2.760, -1.620)  0.1599
H (3.119, -0.565, 0.693)  0.1212
H (2.954, -2.268, 0.458)  0.1569
H (1.020, -2.382, 1.951)  0.1303
H (0.073, -0.625, 2.672)  0.1023
H (0.026, -0.094, -1.658)  0.1226
H (0.317, 0.426, -0.033)  0.1193
H (-0.098, 2.362, -1.224)  0.1207
H (-0.014, 1.723, -2.808)  0.1044
H (2.062, 3.325, -2.909)  0.0801
H (0.511, 3.871, -3.102)  0.0911
H (3.063, 2.690, -1.048)  0.1299
H (3.273, 1.222, -0.188)  0.1281
H (1.128, 3.306, 0.328)  0.1090
H (1.233, 1.816, 1.221)  0.0731
H (2.552, 4.207, 1.709)  0.0623
H (3.843, 3.266, 0.942)  0.0690
H (2.217, 1.435, 3.029)  -0.1739
H (3.421, 1.282, -2.654)  0.1532
H (2.836, 0.626, -4.807)  0.1308
H (1.677, 1.775, -4.349)  0.0912
H (0.201, -0.434, -3.693)  0.0993
H (1.345, -1.143, -4.793)  0.1136
H (0.682, 0.270, -6.599)  0.1434
H (0.049, 2.457, -5.679)  0.0750
H (-1.089, 1.714, -4.509)  0.0620
H (-1.429, 1.716, -6.223)  0.0814
H (-0.565, -1.778, -5.804)  0.1136
H (-1.442, -0.722, -6.900)  0.1105
H (-2.476, -1.714, -4.530)  0.1186
H (-1.853, -0.203, -3.960)  0.0815
H (-3.626, 0.005, -6.430)  0.1151
H (-4.043, 0.967, -2.395)  0.0763
H (-4.097, -0.753, -2.934)  0.0700
H (-5.520, 0.265, -2.975)  0.0935
H (-5.005, 2.635, -4.145)  0.0753
H (-4.557, 2.393, -5.837)  0.0719
H (-6.017, 1.630, -5.120)  0.0809
H (4.957, -0.127, -2.130)  0.1090
O (0.049, 5.321, 4.222)  0.0655
N (0.804, 5.049, 5.135)  -0.3564
O (1.955, 5.417, 5.210)  0.0727
C (0.286, 4.206, 6.221)  -0.1492
C (-1.013, 3.737, 6.150)  -0.0072
C (-1.490, 2.924, 7.165)  -0.0681
C (-0.669, 2.593, 8.235)  -0.0716
C (0.630, 3.080, 8.295)  -0.0630
C (1.114, 3.892, 7.282)  0.0002
H (-1.650, 3.995, 5.317)  0.1170
H (-2.502, 2.545, 7.120)  0.1072
H (-1.043, 1.954, 9.024)  0.1073
H (1.267, 2.824, 9.130)  0.1091
H (2.125, 4.268, 7.326)  0.1214
O (-2.657, -7.954, 2.720)  0.0818
N (-2.402, -6.813, 2.400)  -0.3556
O (-2.627, -6.332, 1.310)  0.0828
C (-1.767, -5.949, 3.408)  -0.1404
C (-1.461, -6.473, 4.650)  -0.0008
C (-0.842, -5.661, 5.587)  -0.0625
C (-0.543, -4.342, 5.276)  -0.0668
C (-0.868, -3.831, 4.027)  -0.0683
C (-1.483, -4.636, 3.084)  0.0012
H (-1.694, -7.500, 4.891)  0.1201
H (-0.590, -6.059, 6.561)  0.1085
H (-0.054, -3.711, 6.008)  0.1088
H (-0.638, -2.803, 3.786)  0.0901
H (-1.731, -4.235, 2.114)  0.0997

Cartesian forces (eV/Å) of the 6 atoms listed first:
0.4 -0.8 0.1
-2.8 -0.6 0.2
1.9 0.5 -0.4
0.8 0.5 0.7
-0.9 -0.4 0.9
0.5 0.4 -0.8

(2)
DFT (ωB97M-V with the def2-TZVPD basis set) results for a structure of composition C38H53I2N2OSSbTi at a distorted geometry.

Its orbital gap is 0.2560 hartree. Its lowest unoccupied orbital energy is -0.23817 hartree. As for the total charge: +2. For the total energy, the calculation gives -101970.486 eV. The calculation puts the HOMO energy at -13.45 eV.

Last column: Löwdin charge in e.
Cartesian coordinates (Å):
Ti (-0.020, 0.105, 0.731)  0.9310
C (-0.549, 3.860, 3.507)  -0.0558
C (-1.518, 2.853, 2.872)  -0.2153
C (-1.626, 1.630, 3.753)  -0.1991
C (-2.634, 1.573, 4.708)  -0.0325
C (-2.651, 0.573, 5.669)  -0.0437
C (-1.626, -0.354, 5.705)  -0.0210
C (-0.599, -0.347, 4.761)  -0.1715
C (0.511, -1.366, 4.927)  -0.2045
C (1.509, -0.956, 6.024)  -0.0655
C (-0.638, 0.632, 3.756)  -0.1633
N (0.328, 0.579, 2.665)  -0.0188
C (1.631, 0.610, 2.911)  -0.0199
C (2.500, 0.190, 1.904)  -0.3020
C (3.884, 0.166, 1.760)  0.0379
C (4.145, -0.351, 0.485)  -0.0185
C (2.917, -0.637, -0.093)  -0.1289
N (1.905, -0.334, 0.752)  -0.1395
H (-0.556, 4.803, 2.959)  0.0670
H (0.475, 3.474, 3.505)  0.0758
H (-0.833, 4.062, 4.541)  0.0903
H (-1.161, 2.610, 1.878)  0.0522
H (-2.499, 3.317, 2.763)  0.1156
H (-3.396, 2.350, 4.716)  0.1272
H (-3.445, 0.536, 6.408)  0.1194
H (-1.609, -1.109, 6.486)  0.1292
H (1.043, -1.537, 3.992)  0.0871
H (0.063, -2.320, 5.207)  0.1177
H (1.888, 0.057, 5.870)  0.0686
H (2.358, -1.643, 6.054)  0.0848
H (1.029, -0.972, 7.004)  0.0842
H (2.005, 0.945, 3.872)  0.1499
H (4.605, 0.497, 2.497)  0.1318
H (5.117, -0.511, 0.038)  0.1201
H (2.723, -1.020, -1.082)  0.1180
C (0.538, 1.640, -0.571)  -0.1397
C (-0.233, 2.925, -0.574)  -0.2991
C (-1.397, 3.094, -1.321)  -0.0746
C (-2.067, 4.311, -1.331)  -0.0650
C (-1.584, 5.381, -0.588)  -0.0564
C (-0.417, 5.229, 0.150)  -0.0659
C (0.249, 4.013, 0.156)  -0.0578
H (1.583, 1.849, -0.386)  0.0783
H (0.438, 1.093, -1.523)  0.0126
H (-1.748, 2.281, -1.947)  0.0639
H (-2.953, 4.435, -1.945)  0.1103
H (-2.101, 6.335, -0.603)  0.1154
H (-0.011, 6.069, 0.704)  0.1178
H (1.169, 3.907, 0.722)  0.1238
I (-0.835, 0.141, -4.059)  0.2072
I (0.620, -0.581, -6.165)  0.1703
C (-4.250, -0.254, 1.522)  -0.1738
S (-3.262, 0.963, 0.680)  1.0876
O (-1.906, 0.205, 0.499)  -0.6566
C (-4.044, 0.900, -0.899)  -0.4196
C (-3.873, -0.198, -1.732)  -0.0973
C (-4.531, -0.209, -2.951)  -0.0684
C (-5.346, 0.861, -3.311)  -0.0291
C (-5.511, 1.946, -2.458)  -0.0341
C (-4.846, 1.979, -1.240)  -0.0746
H (-4.220, -1.183, 0.952)  0.0666
H (-5.266, 0.145, 1.559)  0.0892
H (-3.849, -0.377, 2.530)  0.0622
H (-3.233, -1.024, -1.436)  0.0885
H (-4.412, -1.055, -3.620)  0.1178
H (-5.857, 0.848, -4.267)  0.1243
H (-6.145, 2.775, -2.747)  0.1242
H (-4.953, 2.826, -0.568)  0.1239
C (1.744, -3.907, 1.222)  -0.1261
C (1.193, -3.989, -0.205)  -0.5198
C (2.323, -3.863, -1.239)  -0.1265
Sb (-0.415, -2.556, -0.494)  1.5598
C (-1.802, -3.348, 1.012)  -0.5229
C (-1.712, -4.862, 1.206)  -0.1161
C (-1.604, -2.653, 2.358)  -0.1513
C (-1.382, -3.265, -2.322)  -0.5587
C (-2.295, -4.453, -2.061)  -0.1281
C (-0.334, -3.568, -3.392)  -0.1761
H (2.597, -4.588, 1.315)  0.0980
H (1.017, -4.198, 1.981)  0.0532
H (2.104, -2.906, 1.458)  0.0550
H (0.673, -4.937, -0.344)  0.0839
H (3.079, -3.155, -0.897)  0.0569
H (1.991, -3.557, -2.231)  0.0463
H (2.821, -4.831, -1.350)  0.0964
H (-2.792, -3.099, 0.622)  0.0662
H (-0.715, -5.176, 1.520)  0.0650
H (-1.978, -5.426, 0.316)  0.0557
H (-2.407, -5.159, 1.999)  0.0955
H (-0.628, -2.892, 2.781)  0.0621
H (-2.356, -2.990, 3.080)  0.1024
H (-1.700, -1.577, 2.303)  0.0185
H (-1.972, -2.405, -2.643)  0.0072
H (-1.731, -5.330, -1.733)  0.0777
H (-2.786, -4.721, -3.003)  0.0973
H (-3.079, -4.244, -1.331)  0.0682
H (0.251, -4.455, -3.136)  0.0798
H (0.352, -2.734, -3.565)  0.0080
H (-0.843, -3.773, -4.339)  0.0932

Cartesian forces (eV/Å) of the 6 atoms listed first:
0.0 0.4 -1.1
0.0 0.0 -0.1
0.1 0.0 0.4
0.1 0.1 -0.2
-0.1 0.1 0.0
-0.1 0.0 0.0